The following is a quantum chemistry calculation of 2 unconnected molecules or ions with the total composition CH2N2O3S, from the Open Molecules 2025 dataset.

CARTESIAN COORDINATES (ANGSTROEM)
1 C 1.0465 -1.4218 1.1498
2 N -1.1320 0.5324 -0.9850
3 N -0.1258 0.7147 -0.2792
4 O 0.9267 1.2528 -0.9842
5 O 2.0792 -1.3194 1.6470
6 O 0.1483 0.3685 0.8600
7 S -2.3790 -0.2510 -0.2378
8 H 0.9430 0.9383 -1.8397
9 H -1.5069 -0.8144 0.6690

Force components x, y, z for each atom (eV/Å):
2.87 -2.01 1.12
-0.06 0.59 -0.60
0.88 -0.31 -1.31
1.02 1.86 3.71
-2.07 0.11 -0.93
-0.91 2.04 0.27
-0.09 -0.93 0.97
-0.64 -1.36 -3.14
-1.00 0.02 -0.10

**HOMO (spin up / spin down)**: -9.3 / -9.3 eV
**Orbital gap (spin up / spin down)**: 0.3426 / 0.3425 Ha
**Energy relative to the best compared isomer or geometry (same formula, charge and spin)**: 4.595 eV

***

The following is a quantum chemistry calculation of 12 unconnected molecules or ions with the total composition C4H33N3O12, from the Open Molecules 2025 dataset.

CARTESIAN COORDINATES (ANGSTROEM)
1 N -2.1899 0.5716 2.3923
2 C -2.3990 1.8519 1.6922
3 C -1.9161 1.4954 0.2164
4 N -0.5194 0.9673 -0.0403
5 C 0.4141 2.1051 0.3250
6 C 1.8521 1.6237 0.0620
7 N 2.2975 1.5225 -1.2133
8 O 2.5957 1.4396 1.0241
9 H -1.2035 0.4649 2.5879
10 H -2.6897 0.5861 3.2698
11 H -3.4416 2.1632 1.7027
12 H -1.8422 2.7628 2.0063
13 H -2.0585 2.3549 -0.4237
14 H -2.7093 0.8977 -0.3104
15 H -0.3871 0.1853 0.6164
16 H 0.3057 2.4409 1.4237
17 H 0.1464 2.9495 -0.4175
18 H 3.1726 1.0411 -1.4065
19 H 1.5818 1.4949 -1.9213
20 H -1.6383 -2.3501 0.6884
21 H -1.0904 -2.2339 2.0483
22 O -0.8098 -2.0450 1.1421
23 H -1.3194 4.3951 -0.6334
24 H -1.9874 3.7816 -1.7548
25 O -2.2345 4.2381 -0.9248
26 H -2.6512 -2.1588 -2.8211
27 H -1.6219 -3.3009 -2.8339
28 O -2.2998 -2.8922 -3.3396
29 H 0.6874 -4.2367 0.1959
30 H 2.0719 -3.8283 0.1764
31 O 1.3274 -3.9388 -0.4463
32 H 0.2978 -1.3019 -0.7445
33 H 0.1242 -2.7712 -1.1396
34 O 0.1445 -1.8556 -1.5554
35 H 1.4903 0.8182 2.4584
36 H 1.7863 1.5472 3.6823
37 O 1.0357 1.1181 3.2518
38 H 2.8332 -1.5895 1.0194
39 H 2.4329 -2.0917 2.5020
40 O 3.0731 -2.2174 1.7298
41 H 1.8633 -1.2948 -1.7315
42 H 3.3559 -1.5393 -1.6892
43 O 2.6993 -0.8510 -1.8284
44 H 0.0210 -1.1852 -4.4017
45 H 0.4878 -0.8203 -2.9580
46 O 0.5498 -0.5646 -3.9120
47 H 0.6066 -0.6592 3.7724
48 H 0.4058 -2.1445 4.3352
49 O 0.3474 -1.5703 3.5352
50 H -0.8153 0.8553 -2.7736
51 H -1.0113 2.0364 -3.7608
52 O -1.1717 1.7328 -2.8744

Force components x, y, z for each atom (eV/Å):
-0.54 0.91 0.53
1.62 -0.93 -2.07
-1.55 0.22 -1.16
-1.02 1.27 1.58
-0.71 -0.10 -0.78
0.46 0.98 -0.02
-0.82 0.85 0.81
0.17 -0.63 0.15
0.00 -0.06 0.27
0.19 -0.12 0.31
-0.10 -0.36 -0.26
0.00 -0.70 0.44
0.64 0.25 0.41
0.93 -0.56 0.98
0.05 0.34 -0.15
0.35 -0.39 -1.87
0.54 -1.24 1.30
-0.68 0.21 0.25
0.14 0.00 -0.27
1.08 0.72 0.03
0.72 0.53 0.34
-1.74 -1.21 -0.61
-0.53 0.35 0.48
-0.77 0.03 0.15
1.20 0.28 -0.98
0.27 -0.14 0.03
0.85 -0.29 0.75
-1.09 0.51 -0.87
-0.78 -0.32 0.23
0.13 0.38 -0.53
0.73 -0.46 0.74
-0.72 -0.49 -0.87
0.67 1.44 -0.84
-0.28 -0.40 1.96
0.26 0.11 -0.83
-0.26 0.18 0.25
0.09 -0.28 0.81
-0.03 -0.16 0.83
0.96 0.05 -1.83
-1.14 0.12 0.84
-0.69 -0.68 -0.12
0.06 -0.12 -0.17
1.43 -0.42 0.10
-0.43 -0.49 -0.04
-0.14 -0.29 -1.47
0.33 0.82 1.01
-0.06 -0.07 0.13
-0.01 0.98 -0.81
0.23 -0.94 0.92
0.31 -0.47 -0.29
0.27 -0.29 -0.60
-0.61 1.07 0.81

**HOMO**: -9.0 eV
**Orbital gap**: 0.3289 Ha
**Energy relative to the best compared isomer or geometry (same formula, charge and spin)**: 2.227 eV

***

The following is a quantum chemistry calculation of a molecular structure, C28H37Ge2N4O3PSSeW, from the Open Molecules 2025 dataset.

CARTESIAN COORDINATES (ANGSTROEM)
1 W -0.7229 0.9646 0.7464
2 N 7.4412 0.8662 2.1570
3 C 6.1415 0.8901 1.8824
4 C 5.6798 0.6361 0.5594
5 C 4.3516 0.6662 0.2719
6 C 3.4288 0.9515 1.3059
7 C 3.8642 1.2017 2.6283
8 C 5.1952 1.1763 2.9058
9 S 1.8071 0.9478 0.9745
10 O 1.4233 1.2968 -0.4042
11 O 0.9914 -0.3030 1.2719
12 N 0.8476 1.8410 1.9203
13 C 0.6735 3.1980 1.5760
14 N -0.4393 3.2951 0.8489
15 C -0.8625 4.5338 0.5658
16 C -0.1221 5.6274 0.9586
17 C 1.0630 5.3897 1.6509
18 N 1.4597 4.1578 1.9814
19 H 8.1261 0.6719 1.4451
20 H 7.7857 1.0485 3.0853
21 H 6.3994 0.4256 -0.2206
22 H 4.0005 0.4796 -0.7350
23 H 3.1472 1.4332 3.4056
24 H 5.5438 1.3838 3.9086
25 H -1.7963 4.6369 0.0318
26 H -0.4501 6.6324 0.7379
27 H 1.7021 6.2053 1.9660
28 C -4.1491 1.6310 -1.7136
29 P -2.4453 1.7427 -2.2077
30 C -2.1289 3.4008 -2.7803
31 C -2.0963 0.6113 -3.5378
32 O -1.5029 1.3946 -1.0080
33 H -4.7677 1.8834 -2.5785
34 H -4.3597 2.3428 -0.9145
35 H -4.3949 0.6203 -1.3880
36 H -2.7155 3.5554 -3.6894
37 H -1.0742 3.5439 -3.0138
38 H -2.4604 4.1314 -2.0450
39 H -2.6903 0.8870 -4.4114
40 H -2.3535 -0.4093 -3.2491
41 H -1.0388 0.6713 -3.7995
42 C -3.0188 -1.9646 3.2104
43 Ge -1.2257 -1.4303 2.7254
44 C -0.1853 -0.7015 4.1818
45 C -0.3650 -2.9280 1.7991
46 Ge -0.7854 -1.3178 -0.5394
47 C -2.3903 -2.2040 -1.0789
48 C -3.6039 -1.9212 -0.4384
49 C -4.7653 -2.5696 -0.8219
50 C -4.7225 -3.4998 -1.8571
51 C -3.5259 -3.7828 -2.5062
52 C -2.3584 -3.1440 -2.1178
53 C 0.7476 -2.0240 -1.4670
54 C 1.5364 -1.1521 -2.2219
55 C 2.5588 -1.6514 -3.0175
56 C 2.8159 -3.0153 -3.0437
57 C 2.0408 -3.8857 -2.2870
58 C 1.0012 -3.3967 -1.5117
59 H -2.8631 -2.7945 3.9091
60 H -3.6044 -2.3414 2.3746
61 H -3.5658 -1.1830 3.7306
62 H -0.8594 -0.4864 5.0104
63 H 0.3485 0.2040 3.9079
64 H 0.5327 -1.4628 4.4910
65 H -0.2715 -3.6541 2.6175
66 H 0.6424 -2.7336 1.4361
67 H -0.9891 -3.4238 1.0521
68 H -3.6330 -1.1922 0.3674
69 H -5.7008 -2.3631 -0.3185
70 H -5.6283 -4.0099 -2.1573
71 H -3.5037 -4.5063 -3.3099
72 H -1.4283 -3.3747 -2.6231
73 H 1.3670 -0.0824 -2.1953
74 H 3.1542 -0.9752 -3.6170
75 H 3.6168 -3.4032 -3.6587
76 H 2.2378 -4.9491 -2.3104
77 H 0.3938 -4.0979 -0.9512
78 Se -2.5021 1.1574 2.1473

Force components x, y, z for each atom (eV/Å):
0.53 -0.12 -0.80
0.00 0.00 -0.01
-0.02 0.00 -0.01
0.02 0.00 0.00
0.02 0.01 -0.04
-0.05 -0.02 0.00
0.02 -0.01 0.05
-0.02 0.00 0.00
0.31 0.00 0.00
0.31 0.15 0.01
0.18 -0.13 0.13
0.02 0.19 -0.04
0.01 0.15 0.08
-0.07 0.12 0.18
-0.04 -0.03 -0.06
0.04 0.03 0.02
-0.05 0.00 -0.02
0.03 -0.04 0.00
0.00 0.00 -0.01
0.00 0.00 0.01
0.00 0.00 0.00
0.02 0.00 0.01
0.01 0.00 0.01
0.00 0.00 0.00
-0.02 -0.01 0.00
0.00 0.00 0.00
0.00 0.00 0.00
-0.01 -0.02 -0.03
0.12 -0.01 0.03
-0.06 -0.04 -0.03
-0.05 -0.01 0.01
-0.31 0.24 -0.21
-0.02 0.00 0.02
0.01 -0.01 0.01
0.04 -0.02 0.00
0.03 0.01 -0.01
0.01 -0.02 0.03
0.03 0.01 0.02
0.00 0.01 0.00
0.00 0.01 0.01
0.01 -0.01 -0.01
-0.05 -0.06 0.00
-0.24 -0.34 0.37
0.03 0.05 -0.03
0.04 0.05 -0.04
-0.18 -0.19 0.01
0.03 0.05 0.10
0.01 0.07 -0.02
0.01 -0.01 0.00
0.02 0.00 -0.01
-0.02 0.00 0.01
-0.03 0.00 -0.01
-0.12 0.18 0.04
0.09 0.04 -0.07
-0.01 -0.01 0.02
-0.02 0.01 0.02
0.00 -0.01 0.01
-0.02 -0.08 -0.02
-0.01 -0.01 -0.01
0.04 0.02 0.00
0.01 0.01 0.00
-0.01 0.02 -0.01
0.02 0.00 0.01
0.01 0.01 0.00
-0.01 0.03 0.02
-0.02 0.01 -0.02
-0.01 0.04 0.01
-0.02 -0.01 -0.03
0.00 0.00 0.00
0.00 0.00 0.00
-0.01 -0.01 0.00
-0.02 0.01 -0.01
-0.02 -0.09 -0.03
0.00 0.00 -0.01
0.00 0.00 0.00
0.01 0.00 0.00
-0.01 0.01 0.03
-0.51 -0.22 0.32

**HOMO (spin up / spin down)**: -15.6 / -15.9 eV
**Total charge**: +3
**2S+1**: 2
**Orbital gap (spin up / spin down)**: 0.2396 / 0.2296 Ha
**Energy relative to the best compared isomer or geometry (same formula, charge and spin)**: 1.010 eV

***

no.,DFT total energy (Ha)
1,-772.5380
2,-1239.3269
3,-8894.9337